{
  "formula": "C5H16NO2",
  "method": "ωB97M-V/def2-TZVPD",
  "multiplicity": 2,
  "e_above_lowest_kj_mol": 126.83,
  "energy_ha": -405.2055,
  "homo_lumo_gap_ev": [3.495, 11.265],
  "symbols": ["C", "C", "C", "O", "H", "H", "H", "H", "H", "H", "H", "H", "C", "O", "C", "N", "H", "H", "H", "H", "H", "H", "H", "H"],
  "coordinates": [[1.081082, 2.000877, 1.981850], [1.043705, 0.515226, 1.660581], [2.001986, 0.150258, 0.544875], [-0.315917, 0.157045, 1.304212], [0.211633, 2.258519, 2.591596], [1.047573, 2.643032, 1.101894], [1.960752, 2.197611, 2.600030], [1.267777, -0.040816, 2.577009], [3.008945, 0.410257, 0.888782], [1.800444, 0.728288, -0.361191], [1.971658, -0.910669, 0.284362], [-0.342618, -0.808636, 1.177836], [-0.827432, -1.718663, -1.704446], [-0.754359, -2.191047, -0.340733], [-1.871369, -0.628767, -1.771738], [-1.432147, 0.621952, -1.063721], [-1.136384, -2.546464, -2.354174], [0.151539, -1.352159, -2.020227], [-0.068930, -2.868092, -0.348711], [-2.061515, -0.332229, -2.809599], [-2.804628, -0.965536, -1.327280], [-0.699485, 1.142807, -1.610548], [-0.953677, 0.338767, -0.127724], [-2.278635, 1.198440, -0.872934]],
  "forces_ev_per_angstrom": [[-0.3802, -0.1832, 0.4808], [-0.4249, 0.0960, -0.1649], [0.3514, 0.1166, 0.1728], [0.3279, -0.3580, 0.3699], [0.0342, -0.0681, 0.0048], [0.2053, -0.1295, -0.0776], [0.0526, 0.1794, -0.2912], [0.1571, 0.0078, -0.0925], [0.0244, -0.1761, -0.1938], [-0.0919, 0.0119, 0.0825], [0.0245, 0.0194, 0.1317], [-0.0398, 0.1530, 0.0629], [-0.2879, 0.0128, 0.3338], [0.2158, 0.0543, -0.4271], [0.3571, 0.3850, -0.3132], [0.2107, -1.6456, 0.9570], [0.0256, 0.0813, -0.0193], [-0.0884, 0.0212, -0.1046], [-0.0300, -0.1258, 0.2527], [0.0299, -0.1484, 0.0007], [0.0399, 0.0145, 0.0335], [-0.1481, 0.2883, -0.3658], [-0.7129, 0.9529, -0.8576], [0.1477, 0.4403, 0.0247]],
  "mulliken_charge": [-1.58, 0.69, -1.47, -0.39, 0.32, 0.47, 0.38, 0.30, 0.40, 0.36, 0.28, 0.24, -0.46, -0.37, -1.64, -1.37, 0.37, 0.35, 0.27, 0.84, 0.30, 0.93, -0.15, 0.91]
}